Molecular formula: H9O5
Method: DFT, wB97M-V/def2-TZVPD

Each line ends with the natural charge from an NBO analysis.
Positions of all 14 atoms, in Å:
O: -1.27410 0.13865 0.83281  -1.0436
H: -0.58225 -0.48166 1.07332  0.4371
O: -3.47390 -2.43239 0.94043  -0.9516
H: -3.21096 -1.53936 1.14782  0.4927
H: -2.71936 -2.91525 1.22761  0.4572
O: 0.23188 1.97217 0.00928  -1.2534
H: -0.31605 2.56806 -0.52896  0.4178
H: -0.72668 0.80738 0.29556  0.5126
O: 2.62207 2.99957 0.33715  -1.0286
H: 3.04138 2.16531 0.07046  0.4407
H: 1.64244 2.77653 0.21048  0.5195
O: 1.50806 -2.41105 -1.80731  -0.9430
H: 2.34690 -1.96863 -2.02468  0.4628
H: 0.91058 -1.67934 -1.78398  0.4798

Results
- Highest occupied orbital energy: -4.3773 eV
- Total charge: -1

Molecular formula: H9O5
Method: DFT, wB97M-V/def2-TZVPD

Each line ends with the natural charge from an NBO analysis.
Positions of all 14 atoms, in Å:
O: -0.85465 -0.61019 0.38179  -1.2729
H: -1.24942 -0.82621 1.21770  0.4297
O: -0.42925 1.93108 0.30643  -1.0287
H: -1.24611 2.34642 0.63522  0.4476
H: -0.71670 0.98510 0.40032  0.5097
O: -1.16066 0.28756 -2.17161  -0.9650
H: -0.39401 0.73406 -1.84528  0.4685
H: -1.21451 -0.29982 -1.50404  0.4880
O: 0.80854 -2.69744 0.19014  -1.0140
H: 0.13000 -1.97244 0.46462  0.5100
H: 1.64469 -2.34542 0.67749  0.4417
O: 1.93175 0.76692 0.26718  -0.9911
H: 1.53112 1.57598 0.56633  0.4826
H: 1.21922 0.12440 0.41372  0.4941

Results
- Highest occupied orbital energy: -5.2529 eV
- Total charge: -1

Molecular formula: H9O5
Method: DFT, wB97M-V/def2-TZVPD

Each line ends with the natural charge from an NBO analysis.
Positions of all 14 atoms, in Å:
O: -0.71102 0.04806 0.57289  -0.5429
H: 0.18429 -0.34166 0.42868  0.4794
O: 3.42821 -2.78227 -2.19107  -0.9321
H: 3.46110 -2.82375 -1.18169  0.4644
H: 4.35402 -2.66821 -2.39789  0.4678
O: -2.21170 -0.28968 -1.50324  -0.8685
H: -2.11736 -1.16200 -1.45812  0.4565
H: -1.62078 0.09641 -0.79660  0.4604
O: -2.45994 0.88761 2.42940  -0.8738
H: -1.51504 0.52302 1.79900  0.4482
H: -2.05801 1.72807 2.04999  0.4380
O: 0.85209 2.26813 0.76738  -0.9218
H: 0.15861 2.92952 1.04205  0.4654
H: 0.25554 1.58674 0.43924  0.4590

Results
- Highest occupied orbital energy (alpha / beta): -11.3801 / -11.2523 eV
- Spin multiplicity: 2
- Total charge: 0

Molecular formula: HI5Si2
Method: DFT, wB97M-V/def2-TZVPD

Each line ends with the natural charge from an NBO analysis.
Positions of all 8 atoms, in Å:
Si: -0.98464 1.46144 0.66402  0.4590
Si: 0.72585 -0.04049 -0.69920  0.3035
I: -1.63637 3.86919 0.41725  -0.1495
I: -0.25556 -4.34645 1.84935  -0.0178
I: 2.32820 -1.16145 0.89096  -0.1447
I: -0.14395 -1.89369 -2.07493  -0.1198
I: 2.01428 1.62533 -2.04459  -0.1558
H: -2.04782 0.48612 0.99714  -0.1749

Results
- Highest occupied orbital energy (alpha / beta): -9.5255 / -7.9451 eV
- Total charge: 0

Molecular formula: HI5Si2
Method: DFT, wB97M-V/def2-TZVPD

Each line ends with the natural charge from an NBO analysis.
Positions of all 8 atoms, in Å:
Si: 1.57610 0.83492 -0.12905  0.5287
Si: 0.33508 4.65304 -2.12458  0.4433
I: 1.73529 0.05636 -2.43077  -0.2892
I: 2.51537 4.04582 -1.11033  -0.0646
I: 0.03231 3.88794 -4.47735  -0.0849
I: -1.55689 3.73599 -0.78381  -0.1295
I: -0.04714 7.05233 -1.82584  -0.1053
H: 0.16660 0.97495 0.11915  -0.2985

Results
- Highest occupied orbital energy: -8.2365 eV
- Total charge: 0

Molecular formula: HI5Si2
Method: DFT, wB97M-V/def2-TZVPD

Each line ends with the natural charge from an NBO analysis.
Positions of all 8 atoms, in Å:
I: 0.85038 -2.59510 -1.98296  -0.1704
Si: 0.79708 -0.91383 -0.15859  0.4422
I: 0.36152 -2.02294 1.97807  -0.1340
Si: 2.94809 0.13910 0.00574  0.3592
I: 3.00011 1.77521 -1.80237  -0.1262
I: 3.32939 1.58179 1.99634  -0.1208
I: 4.93867 -1.54561 -0.14842  -0.1319
H: -0.36489 -0.22294 -0.69224  -0.1181

Results
- SMILES: I[SiH](I)[Si](I)(I)I
- Highest occupied orbital energy: -9.6777 eV
- Total charge: 0

Molecular formula: HIOS
Method: DFT, wB97M-V/def2-TZVPD

Each line ends with the natural charge from an NBO analysis.
Positions of all 4 atoms, in Å:
O: 0.39874 0.82005 0.09311  -1.0302
S: 4.51102 -0.96588 0.04146  -0.2212
I: 2.44437 0.33669 -0.12294  0.7585
H: -0.30645 0.49944 0.73123  0.4929

Results
- Highest occupied orbital energy (alpha / beta): -9.4353 / -9.4210 eV
- Total charge: 0

Molecular formula: HInO3S
Method: DFT, wB97M-V/def2-TZVPD

Each line ends with the Mulliken spin population.
Positions of all 6 atoms, in Å:
S: -1.44510 -0.70946 0.28909  0.6944
O: -0.97346 0.54955 1.07210  0.1425
O: 1.55915 -0.33148 -0.28270  0.0528
In: 0.19003 1.10625 -0.49914  -0.0207
O: -1.31348 -0.09755 -1.13620  0.1321
H: 1.98286 -0.51732 0.55684  -0.0012

Results
- Highest occupied orbital energy (alpha / beta): -14.3068 / -16.5192 eV
- Spin multiplicity: 2
- Total charge: +1

Molecular formula: HMgO3S
Method: DFT, wB97M-V/def2-TZVPD

Each line ends with the natural charge from an NBO analysis.
Positions of all 6 atoms, in Å:
S: -0.82059 0.06674 0.12181  2.4539
O: -1.82932 1.07693 0.09012  -0.7157
O: 0.56904 0.50210 0.18869  -1.0186
Mg: 1.93119 2.02269 0.04176  1.4897
O: -1.07894 -1.32590 -0.06777  -0.6882
H: 2.84316 3.02526 1.05560  -0.5211

Results
- Highest occupied orbital energy: -15.1258 eV
- Total charge: +1

Molecular formula: HN2O2
Method: DFT, wB97M-V/def2-TZVPD

Each line ends with the natural charge from an NBO analysis.
Positions of all 5 atoms, in Å:
N: -0.93854 -0.02961 -0.24650  -0.6803
N: 0.19737 0.08619 0.30355  0.5810
O: 0.31690 0.27727 1.50576  -0.5670
O: 1.23657 -0.03562 -0.37876  -0.6360
H: -0.81230 -0.29822 -1.18406  0.3023

Results
- SMILES: N=[N+]([O-])[O-]
- Highest occupied orbital energy: -3.6698 eV
- Total charge: -1

Molecular formula: HN2O2S
Method: DFT, wB97M-V/def2-TZVPD

Each line ends with the natural charge from an NBO analysis.
Positions of all 6 atoms, in Å:
N: 1.74389 1.64126 1.67516  0.2396
N: 1.06373 0.90358 1.07204  -0.0999
O: -0.43782 -0.62765 -0.42139  -0.9034
O: 0.07633 -1.48517 -2.69035  -0.6492
S: -0.91167 -1.32510 -1.72914  1.8478
H: 0.19038 -0.12073 0.32314  0.5650

Results
- Highest occupied orbital energy: -19.1806 eV
- Total charge: +1

Molecular formula: HN2O3P
Method: DFT, wB97M-V/def2-TZVPD

Each line ends with the natural charge from an NBO analysis.
Positions of all 7 atoms, in Å:
O: -3.11896 -3.50745 -0.94356  -0.3808
N: -2.79756 -2.39479 -0.56006  -0.2961
P: -2.43457 -1.12735 0.04470  0.6744
O: 1.27627 1.32412 -0.71936  -0.3059
N: 0.20375 1.53290 -1.19329  0.3790
O: -0.53193 0.41168 -1.39328  -0.5413
H: 0.10024 -0.33934 -1.45890  0.4707

Results
- SMILES: [O-][N+]#P.O=NO
- Highest occupied orbital energy: -9.6809 eV
- Total charge: 0

Molecular formula: HN2O3S
Method: DFT, wB97M-V/def2-TZVPD

Each line ends with the natural charge from an NBO analysis.
Positions of all 7 atoms, in Å:
N: -0.89958 -2.16137 1.10974  -0.0611
N: -1.16268 -1.54817 0.18762  -0.0368
O: 1.80656 0.18776 0.83620  -1.0023
O: -0.51920 0.89350 0.80469  -1.0219
O: 0.62905 1.09038 -1.49741  -1.0241
S: 0.46158 0.07126 0.13954  1.7044
H: -0.31573 1.46664 -1.58039  0.4419

Results
- Highest occupied orbital energy: -3.9920 eV
- Total charge: -1

Molecular formula: HN2O5
Method: DFT, wB97M-V/def2-TZVPD

Each line ends with the natural charge from an NBO analysis.
Positions of all 8 atoms, in Å:
N: 0.62367 -0.37926 1.38804  0.3587
N: -0.67414 0.38904 -1.44607  0.7100
O: 0.40052 -0.24294 2.60477  -0.4631
O: -1.35591 0.61702 -0.43514  -0.5539
O: -1.05258 0.34163 -2.57601  -0.4557
O: 1.55734 -1.01747 0.92909  -0.3727
O: 0.63191 0.20014 -1.19686  -0.6216
H: -0.13081 0.09185 0.73219  0.3983

Results
- Highest occupied orbital energy: -5.0306 eV
- Total charge: -1

Molecular formula: HN2O5
Method: DFT, wB97M-V/def2-TZVPD

Each line ends with the natural charge from an NBO analysis.
Positions of all 8 atoms, in Å:
N: -1.56081 0.15988 -0.43426  -0.1000
N: 1.57298 -0.35724 -0.00297  0.7082
O: -2.56839 0.99615 -0.35251  -0.6648
O: 1.31418 -1.08899 0.90166  -0.3788
O: 2.49253 -0.42439 -0.74894  -0.4018
O: -0.39151 0.58904 0.59620  -0.2865
O: 0.80770 0.82322 -0.10366  -0.1364
H: -1.66668 -0.69768 0.14449  0.2601

Results
- Highest occupied orbital energy: -2.7441 eV
- Total charge: -1

Molecular formula: HN3O3S
Method: DFT, wB97M-V/def2-TZVPD

Each line ends with the natural charge from an NBO analysis.
Positions of all 8 atoms, in Å:
H: 0.45567 -1.58201 0.56094  0.3318
N: 0.10634 -1.95894 -0.34527  -0.7441
N: -0.29556 -1.18972 -1.30110  -0.0554
N: -0.42004 0.04125 -1.42945  -0.4806
S: -0.00199 0.97253 0.31672  2.1697
O: 0.30046 2.42596 -0.05491  -1.0751
O: 1.09718 0.25261 1.10374  -1.0728
O: -1.24206 1.03833 1.14933  -1.0734

Results
- SMILES: [H]/N=N\N=S(=O)([O-])[O-]
- Highest occupied orbital energy: 0.9366 eV
- Total charge: -2

Molecular formula: HN3O3S
Method: DFT, wB97M-V/def2-TZVPD

Each line ends with the natural charge from an NBO analysis.
Positions of all 8 atoms, in Å:
N: 2.33912 -0.94561 0.03094  -0.0772
N: -1.23691 -0.28795 0.35870  -0.6448
N: -1.21851 0.85608 -0.15613  0.6003
O: 3.20552 -1.38375 -0.59722  -0.2592
O: -2.14241 1.52006 -0.45094  -0.3778
O: 0.01866 1.25937 -0.35217  -0.5522
S: 1.10568 -0.23091 0.41867  0.9225
H: -2.07115 -0.78729 0.74816  0.3885

Results
- Highest occupied orbital energy: -9.9909 eV
- Total charge: 0

Molecular formula: HN3OS
Method: DFT, wB97M-V/def2-TZVPD

Each line ends with the natural charge from an NBO analysis.
Positions of all 6 atoms, in Å:
N: 0.62795 -0.51557 -0.04755  0.2665
N: -0.23925 -1.23670 0.08987  -0.1262
N: 1.48446 0.32853 0.03937  -0.5218
O: -1.85611 1.29716 0.01172  -0.7161
S: -2.40404 -0.06021 0.29402  0.7095
H: 2.38698 0.18678 -0.38742  0.3881

Results
- Highest occupied orbital energy (alpha / beta): -8.7542 / -8.6864 eV
- Total charge: 0

Molecular formula: HN3P2
Method: DFT, wB97M-V/def2-TZVPD

Each line ends with the natural charge from an NBO analysis.
Positions of all 6 atoms, in Å:
N: 0.86575 -0.96502 -0.50849  -0.0058
N: -0.23247 -1.01160 0.05635  -0.4684
P: -0.84769 0.38254 0.71279  0.3219
P: 0.87932 1.56559 -0.24545  0.7433
N: 1.59628 0.19604 -0.48362  -0.6765
H: -2.26120 -0.16755 0.46842  0.0856

Results
- SMILES: N1=N[PH]#P=N1
- Highest occupied orbital energy: -9.4412 eV
- Total charge: 0

Molecular formula: HN4O3
Method: DFT, wB97M-V/def2-TZVPD

Each line ends with the natural charge from an NBO analysis.
Positions of all 8 atoms, in Å:
N: -0.55585 -0.89276 -0.09842  -0.3957
N: -1.24519 1.44942 0.86106  0.4311
N: -2.11025 0.79705 0.65112  -0.0568
N: 0.24387 -0.93214 -0.91307  0.4750
O: 1.85350 -0.69316 -0.22891  -0.9669
O: -0.34766 2.18544 1.03397  -0.3791
O: 0.44748 -0.90838 -2.09089  -0.5096
H: 1.71410 -1.00547 0.78515  0.4020

Results
- Highest occupied orbital energy: -3.4687 eV
- Total charge: -1

no.,largest force on an atom (hartree/bohr)
1,0.0254
2,0.1079
3,0.1278
4,0.0311
5,0.0418
6,0.0345
7,0.0379
8,0.0503
9,0.0366
10,0.0573
11,0.1984
12,0.1083
13,0.1301
14,0.1168
15,0.0345
16,0.0506
17,0.0641
18,0.0413
19,0.0553
20,0.0743